#a
The following is a quantum chemistry calculation of a 2-piece molecular cluster, C5H13N overall, from the OMol25 dataset.

```
19
Properties=species:S:1:pos:R:3
C -0.49240 -2.37545 -0.12074
N 0.67393 -2.34909 -0.56565
C 0.90845 -1.67467 -1.83085
H -0.68133 -2.96062 0.77998
H -1.38147 -1.85502 -0.48042
H 1.72329 -0.96643 -1.72942
H 0.04714 -1.08583 -2.17559
H 1.15273 -2.43859 -2.55895
C -1.32676 1.51699 0.19179
C -0.36551 1.49509 1.36375
C 1.07487 1.29223 0.91603
H -1.15729 2.37684 -0.44651
H -2.35251 1.55120 0.54774
H -1.17221 0.62141 -0.40739
H -0.63921 0.71077 2.06649
H -0.42807 2.44493 1.89823
H 1.75818 1.28972 1.77219
H 1.24169 0.30068 0.49720
H 1.41648 2.10585 0.28216
```

The HOMO-LUMO gap comes out at 10.90 eV. The total charge is 0.

Per-atom natural (NBO) charges, elementary charge units: -0.0600, -0.3826, -0.4457, 0.1645, 0.1401, 0.2063, 0.1679, 0.2111, -0.6010, -0.3933, -0.6107, 0.2018, 0.2066, 0.1923, 0.1943, 0.1934, 0.2076, 0.2062, 0.2013

---

#b
The following is a quantum chemistry calculation of a 2-piece molecular cluster, C5H13N overall, from the OMol25 dataset.

```
19
Properties=species:S:1:pos:R:3
C 1.68825 -2.06407 0.55189
C 1.02120 -0.75262 0.81270
C 1.35528 0.09677 1.77413
C 0.72104 1.43799 1.98136
H 0.96074 -2.87654 0.49863
H 2.22586 -2.04086 -0.39720
H 2.40860 -2.31566 1.32974
H 0.19798 -0.47287 0.15969
H 2.18061 -0.16861 2.43211
H -0.13720 1.56266 1.32330
H 1.44580 2.22357 1.75710
H 0.39047 1.56447 3.01399
C -2.16463 0.22983 -2.63934
N -1.63304 0.82831 -1.41909
H -3.13847 0.62231 -2.95787
H -2.26825 -0.84961 -2.52144
H -1.47039 0.39661 -3.46382
H -1.47411 1.81876 -1.56770
H -2.30974 0.75958 -0.66817
```

The HOMO-LUMO gap comes out at 9.96 eV. The total charge is 0.

Per-atom natural (NBO) charges, elementary charge units: -0.6370, -0.1909, -0.1908, -0.6359, 0.2108, 0.2132, 0.2062, 0.2085, 0.1819, 0.2096, 0.2112, 0.2089, -0.4107, -0.8356, 0.1644, 0.1907, 0.1922, 0.3519, 0.3514

---

#c
The following is a quantum chemistry calculation of a 2-piece molecular cluster, C5H13N overall, from the OMol25 dataset.

```
19
Properties=species:S:1:pos:R:3
C 1.04229 1.96815 -0.35069
N -0.19450 1.81303 -0.55096
C -1.02014 2.20653 0.56509
H 1.81545 1.56840 -0.99846
H 1.41863 2.56319 0.49602
H -1.34788 1.34290 1.15755
H -0.50388 2.87236 1.27043
H -1.91514 2.72743 0.22549
C 1.34014 -2.02544 0.32283
C 0.10239 -1.61397 -0.49385
C -1.21009 -1.91883 0.22149
H 1.54998 -3.07854 0.12665
H 2.25511 -1.50263 0.07719
H 1.02392 -1.91644 1.36327
H 0.13770 -0.61813 -0.94232
H 0.05563 -2.18975 -1.42850
H -2.06642 -2.07602 -0.44189
H -1.57557 -1.24461 0.99681
H -0.95838 -2.89659 0.66427
```

The HOMO-LUMO gap comes out at 10.91 eV. The total charge is 0.

Per-atom natural (NBO) charges, elementary charge units: -0.0529, -0.3846, -0.4428, 0.1718, 0.1328, 0.2083, 0.1676, 0.2030, -0.6148, -0.4150, -0.6078, 0.2045, 0.2094, 0.2025, 0.2202, 0.1915, 0.2107, 0.1984, 0.1971

---

#d
The following is a quantum chemistry calculation of C5H13N as an isolated structure, from the OMol25 dataset.

```
19
Properties=species:S:1:pos:R:3
C 1.30400 0.07493 0.49481
C 2.04994 -1.14958 -0.00098
C 1.71085 1.40476 -0.12182
H 1.29865 0.13798 1.58741
H 0.02025 -0.03546 -0.16896
H 1.66217 -2.06768 0.44738
H 3.11566 -1.08814 0.23950
H 1.96906 -1.24734 -1.08768
H 1.60494 1.38560 -1.21050
H 2.76016 1.62828 0.09664
H 1.09264 2.21633 0.26140
C -2.81190 -0.78749 -0.50098
C -1.70060 0.06188 0.05326
N -1.84494 1.20437 0.59852
H -2.83193 1.51277 0.63771
H -0.12710 -0.19058 0.62529
H -2.64336 -0.98392 -1.56402
H -3.79925 -0.31513 -0.38383
H -2.82926 -1.76159 -0.00316
```

The HOMO-LUMO gap comes out at 7.99 eV. The total charge is 0.

Per-atom natural (NBO) charges, elementary charge units: -0.4713, -0.6253, -0.6227, 0.2288, 0.3244, 0.2153, 0.2182, 0.2072, 0.2053, 0.2131, 0.2382, -0.7047, -0.0076, -0.7070, 0.3080, 0.3461, 0.2220, 0.1904, 0.2217

---

Which structure is the most stable? The one labeled #b.

---

#a
The following is a quantum chemistry calculation of one molecule with the formula C5H13N, from the OMol25 dataset.

```
19
Properties=species:S:1:pos:R:3
C 1.47259 1.76444 1.18135
C 1.22676 1.02677 -0.12752
C 0.90203 -0.47899 0.11904
C -0.59038 -0.73144 0.47512
C -1.56538 -0.48885 -0.69975
N -1.77333 -1.77113 -1.41146
H 1.74055 2.82546 1.12087
H 2.42244 1.39154 1.57922
H 0.76559 1.59162 1.99333
H 0.39334 1.44005 -0.69046
H 2.11491 1.13804 -0.75091
H 1.53781 -0.84849 0.92371
H 1.23221 -1.00320 -0.77901
H -1.00172 -0.21611 1.34425
H -0.59196 -1.79029 0.75410
H -0.97230 0.08861 -1.39867
H -2.47740 -0.00255 -0.37106
H -2.55668 -2.25930 -0.96576
H -2.27907 -1.67615 -2.29638
```

The HOMO-LUMO gap comes out at 10.79 eV. The total charge is 0.

Per-atom natural (NBO) charges, elementary charge units: -0.6176, -0.3993, -0.3929, -0.4141, -0.2279, -0.8289, 0.2107, 0.1984, 0.2048, 0.1894, 0.2004, 0.2004, 0.2116, 0.2013, 0.2139, 0.1875, 0.1748, 0.3394, 0.3480

---

#b
The following is a quantum chemistry calculation of one molecule with the formula C5H13N, from the OMol25 dataset.

```
19
Properties=species:S:1:pos:R:3
C -1.39149 -1.00602 1.71416
C -1.42027 -0.03243 0.56935
C 0.18258 0.20836 0.21326
C 0.94819 -1.09057 -0.18535
N 0.05845 1.22598 -0.88808
C 1.33362 1.59890 -1.54986
H -1.22176 -2.02700 1.38947
H -2.29347 -1.07546 2.31308
H -0.61369 -0.63716 2.42905
H -1.95946 -0.41501 -0.34597
H -1.86418 0.89112 0.81732
H 0.85975 0.56877 1.02253
H 1.85367 -0.98183 -0.75810
H 1.19884 -1.59893 0.73416
H 0.36887 -1.77195 -0.77424
H -0.74413 0.92224 -1.60879
H 2.08771 1.73146 -0.78100
H 1.03713 2.58215 -1.97932
H 1.57966 0.90739 -2.33170
```

The HOMO-LUMO gap comes out at 9.56 eV. The total charge is 0.

Per-atom natural (NBO) charges, elementary charge units: -0.6189, -0.3874, -0.0233, -0.6502, -0.6527, -0.4214, 0.2074, 0.2078, 0.2011, 0.1918, 0.2130, 0.1848, 0.2135, 0.2079, 0.1989, 0.3541, 0.1960, 0.2018, 0.1755

---

Which structure is the most stable? The one labeled #a.

---

#a
The following is a quantum chemistry calculation of a 2-piece molecular cluster, C5H13N overall, from the OMol25 dataset.

```
19
Properties=species:S:1:pos:R:3
C -0.11397 2.55149 1.07132
C 0.23464 2.20684 -0.20338
C 1.59500 1.87553 -0.83239
H -1.07627 2.97991 1.22154
H 0.70620 2.61253 1.77354
H -0.56287 2.30172 -0.94275
H 1.55042 1.50937 -1.85979
H 2.23139 2.76629 -0.85270
H 2.24355 1.03807 -0.36252
C -1.74526 -2.04591 0.68508
C -0.40207 -1.51664 0.11384
N 0.24833 -2.76451 -0.61009
H -1.99191 -1.22856 1.32763
H -2.44409 -2.34010 -0.01611
H -1.47652 -2.86278 1.38872
H -0.48963 -0.53590 -0.52674
H 0.20289 -1.04546 0.93645
H 0.02896 -2.81420 -1.63672
H 1.26119 -2.68769 -0.67491
```

The HOMO-LUMO gap comes out at 10.31 eV. The total charge is 0.

Per-atom natural (NBO) charges, elementary charge units: -0.4156, -0.1670, -0.6754, 0.2078, 0.1938, 0.1870, 0.2211, 0.2271, 0.2207, -0.6137, -0.2205, -0.8631, 0.2038, 0.2059, 0.2118, 0.1774, 0.1968, 0.3523, 0.3497

---

#b
The following is a quantum chemistry calculation of one molecule with the formula C5H13N, from the OMol25 dataset.

```
19
Properties=species:S:1:pos:R:3
C 1.20548 -0.45344 2.03236
C 0.73242 0.80929 1.32404
N 0.65917 0.62142 -0.11670
C -0.46943 -0.18712 -0.58087
C -1.63699 0.68565 -1.05208
C -0.05237 -1.13530 -1.69495
H 1.23989 -0.31634 3.11854
H 0.61814 -1.33126 1.74607
H 2.21571 -0.69954 1.71078
H 1.49490 1.57357 1.50954
H -0.20733 1.15557 1.76435
H 0.64524 1.51914 -0.58338
H -0.84790 -0.78147 0.24824
H -2.50482 0.05847 -1.27897
H -1.33527 1.31099 -1.89668
H -1.93353 1.35933 -0.24204
H -0.81312 -1.90765 -1.87715
H 0.86884 -1.67442 -1.48794
H 0.12095 -0.60688 -2.64316
```

The HOMO-LUMO gap comes out at 9.83 eV. The total charge is 0.

Per-atom natural (NBO) charges, elementary charge units: -0.6155, -0.2114, -0.6339, -0.0565, -0.6185, -0.6082, 0.2084, 0.2004, 0.2087, 0.1943, 0.1561, 0.3562, 0.1841, 0.2119, 0.1992, 0.2048, 0.2021, 0.2172, 0.2003

---

#c
The following is a quantum chemistry calculation of one molecule with the formula C5H13N, from the OMol25 dataset.

```
19
Properties=species:S:1:pos:R:3
C 0.70778 -1.62375 1.14408
N -0.06088 -0.38800 1.15036
C -0.14299 0.37021 -0.04101
C 1.16652 0.77705 -0.71773
C -1.00313 -0.74009 -1.08952
C -1.05066 1.58016 0.17778
H 0.11225 -2.43826 0.72632
H 0.92380 -1.88883 2.18327
H 1.66401 -1.56084 0.61922
H 0.51213 0.40326 1.81980
H 1.07719 1.75325 -1.20409
H 1.49033 0.06151 -1.47703
H 1.98652 0.85875 0.00326
H -0.34232 -1.53950 -1.42974
H -1.31468 -0.15118 -1.95513
H -1.88958 -1.14660 -0.59908
H -1.97644 1.29568 0.68514
H -1.31246 2.03781 -0.78187
H -0.54738 2.33937 0.78596
```

The HOMO-LUMO gap comes out at 9.83 eV. The total charge is 0.

Per-atom natural (NBO) charges, elementary charge units: -0.4143, -0.6196, 0.1617, -0.6574, -0.6296, -0.6181, 0.1970, 0.2049, 0.1687, 0.3200, 0.2169, 0.2158, 0.2080, 0.2001, 0.2000, 0.2117, 0.2225, 0.2101, 0.2016

---

Which structure is the most stable? The one labeled #b.

---

#a
The following is a quantum chemistry calculation of one molecule with the formula C5H13N, from the OMol25 dataset.

```
19
Properties=species:S:1:pos:R:3
C 2.20318 -0.84564 0.93311
N 1.19868 -1.17776 -0.00855
C -0.22964 -0.89452 0.22280
C -0.77073 0.21006 -0.65947
C 0.09406 1.49133 -0.60757
C -2.29065 0.58425 -0.32644
H 2.99186 -0.34438 0.38829
H 1.96187 -0.26426 1.80568
H 2.76360 -1.73298 1.30243
H 1.22070 -1.93210 -0.61768
H -0.69880 -1.83920 0.15605
H -0.47889 -0.63309 1.29353
H -0.74040 -0.18250 -1.69898
H -0.47577 2.30096 -1.19100
H 0.14651 1.77539 0.48517
H 1.12936 1.29744 -0.83632
H -2.31878 0.92143 0.67768
H -2.70427 1.43977 -0.92777
H -3.00190 -0.17420 -0.39096
```

The HOMO-LUMO gap comes out at 9.36 eV. The total charge is 0.

Per-atom natural (NBO) charges, elementary charge units: -0.4074, -0.6650, -0.2149, -0.2152, -0.6151, -0.6092, 0.1796, 0.2066, 0.1740, 0.3747, 0.1905, 0.1725, 0.1869, 0.2152, 0.1916, 0.2262, 0.1965, 0.2061, 0.2063

---

#b
The following is a quantum chemistry calculation of one molecule with the formula C5H13N, from the OMol25 dataset.

```
19
Properties=species:S:1:pos:R:3
C 2.05566 -0.53299 -1.24703
C 1.10060 0.48807 -0.61443
C -0.14062 -0.10029 0.01230
C 0.19005 -1.00738 1.19770
N -0.99959 0.97973 0.49525
C -2.42975 0.71939 0.43493
H 1.79856 -0.75535 -2.29047
H 2.02749 -1.47558 -0.70608
H 3.07266 -0.15894 -1.21937
H 1.65176 1.04785 0.14604
H 0.83031 1.25423 -1.34061
H -0.69810 -0.67074 -0.75467
H -0.73170 -1.32074 1.68793
H 0.69029 -1.93856 0.95396
H 0.76649 -0.40601 1.90927
H -0.77088 1.83708 0.00643
H -2.94548 1.67424 0.50072
H -2.73173 0.14899 1.31596
H -2.73601 0.21700 -0.48784
```

The HOMO-LUMO gap comes out at 9.91 eV. The total charge is 0.

Per-atom natural (NBO) charges, elementary charge units: -0.6070, -0.4032, -0.0469, -0.6139, -0.6282, -0.4102, 0.2046, 0.2060, 0.2110, 0.1997, 0.1968, 0.1588, 0.2090, 0.2031, 0.2105, 0.3550, 0.2007, 0.1889, 0.1654

---

Which structure is the most stable? The one labeled #b.